[1]
Computed, not measured: one molecule with the formula C3H6Si in a non-equilibrium geometry, with ωB97M-V/def2-TZVPD.

Properties
E	-407.2539	Ha
SMILES string	[SiH3]C1=CC1
HOMO	-9.44	eV
F_max	0.125	Eh/bohr

Geometry (Å):
Si -1.536545 0.045832 0.014024
C 0.342140 0.376065 -0.090940
C 1.512750 0.963297 0.013536
C 1.476934 -0.592282 0.025703
H -2.229382 1.027969 -0.901172
H -1.999462 0.097905 1.577567
H -1.958341 -1.416527 -0.184839
H 2.089842 1.763838 -0.003175
H 1.920213 -1.032476 -0.789762
H 1.602872 -0.972328 1.014068

Forces on atoms 1 to 2 (eV/Å):
-0.1 0.0 1.6
-0.8 0.2 0.0

[2]
Computed, not measured: an isolated ion of composition C3H7BBrN4O2 and charge +1 in a non-equilibrium geometry, with ωB97M-V/def2-TZVPD.

Properties
E	-3086.6391	Ha
SMILES string	Nc1ncn(CB(O)O)[n+]1Br
HOMO	-14.34	eV
charge	+1
F_max	0.126	Eh/bohr

Geometry (Å):
N 3.383588 -0.182805 -0.499921
C 2.204928 0.359930 -0.164536
N 1.833195 1.726124 0.023739
C 0.476928 1.825282 0.413841
N -0.025983 0.495298 0.443375
C -1.441897 0.240460 0.837448
B -2.343545 -0.470614 -0.328221
O -2.803196 0.205378 -1.504614
O -2.657911 -1.867595 -0.183482
N 0.962915 -0.336326 0.124219
Br 0.867328 -2.199964 0.060979
H 3.610155 -0.603257 -1.401831
H 4.107810 -0.247680 0.226850
H -0.032074 2.802229 0.648790
H -1.863267 1.252701 1.158775
H -1.463965 -0.423730 1.768326
H -2.562072 -0.368034 -2.266792
H -2.252938 -2.207396 0.643055

Forces on atoms 1 to 2 (eV/Å):
0.6 -0.5 0.6
-5.3 3.5 1.3

[3]
Computed, not measured: a 2-piece molecular cluster, C3H7BClF4INO2P overall in a non-equilibrium geometry, with ωB97M-V/def2-TZVPD.

Properties
E	-1847.4435	Ha
HOMO	-9.52	eV
F_max	0.046	Eh/bohr

Geometry (Å):
O 1.665112 -0.900481 1.327229
P 1.523063 -0.164236 -0.200000
I 3.392420 1.451096 -0.421840
C 0.016939 1.010465 -0.095579
N -1.271874 0.399376 0.379115
C -1.698251 1.242796 1.549074
Cl -3.446216 1.561012 1.614454
C -0.968814 2.574823 1.267399
O 0.299779 2.099231 0.758902
H 0.973623 -0.547239 1.876977
H -0.150141 1.269347 -1.147553
H -1.160053 -0.584502 0.643219
H -2.070717 0.410678 -0.260355
H -1.254182 0.796126 2.432179
H -1.367129 3.219324 0.488738
H -0.745101 3.043145 2.218094
B 1.254295 -3.385140 -2.490386
F 2.211931 -2.359136 -2.638478
F 0.867507 -3.840984 -3.754635
F 1.806204 -4.435201 -1.748092
F 0.121604 -2.860501 -1.798461

Forces on atoms 1 to 2 (eV/Å):
-0.5 1.3 -1.7
0.9 -2.1 -0.6

[4]
Computed, not measured: C3H7Br3N2O4 as an isolated structure, with ωB97M-V/def2-TZVPD.

Properties
E	-8250.8183	Ha
HOMO	-9.90	eV
F_max	0.009	Eh/bohr

Geometry (Å):
C 27.889820 5.743070 6.917884
N 27.467313 7.156850 7.043479
O 28.350945 7.992153 7.044926
O 26.275862 7.386780 7.115959
H 27.001356 5.127780 6.960509
H 28.565464 5.487420 7.726687
H 28.417514 5.651702 5.972151
C 29.157303 7.237844 10.331285
N 27.927852 6.638482 10.889379
O 27.070845 6.267705 10.104042
O 27.826054 6.587372 12.091864
H 29.490531 6.629027 9.497726
H 29.888127 7.327503 11.121812
H 28.878870 8.215404 9.939130
C 24.724283 9.183695 9.364079
Br 23.130850 8.400390 8.662144
Br 24.515296 9.696420 11.189670
Br 25.291033 10.694999 8.325646
H 25.509769 8.447467 9.283488

Forces on atoms 1 to 2 (eV/Å):
-0.1 -0.3 -0.1
-0.2 0.1 0.1

[5]
Computed, not measured: C3H7BrClO3P as an isolated structure in a non-equilibrium geometry, with ωB97M-V/def2-TZVPD.

Properties
E	-3719.8281	Ha
HOMO	-9.22	eV
F_max	0.083	Eh/bohr

Geometry (Å):
C 1.329037 -0.712591 0.292342
C -1.006381 -1.103799 -0.745393
C -0.117416 -0.277803 0.283258
O -2.115994 2.134258 1.320317
O -0.732727 3.304744 -0.246006
O -0.143846 1.074046 0.119051
P -1.564652 1.919095 -0.163477
Cl -0.683400 -0.935574 1.855564
Br -2.832514 -0.810890 -0.248684
H 1.917932 0.083101 0.856382
H 1.965203 -0.788535 -0.700926
H 1.414308 -1.684560 0.663183
H -0.843511 -0.831808 -1.747771
H -0.708598 -2.148344 -0.604767
H -2.684814 1.405347 1.434424
H 0.028718 3.260824 0.234478

Forces on atoms 1 to 2 (eV/Å):
2.9 1.9 -2.2
1.2 0.2 2.2

[6]
Computed, not measured: a 2-piece molecular cluster, C3H7BrF2N overall in a non-equilibrium geometry, with ωB97M-V/def2-TZVPD.

Properties
E	-2946.4884	Ha
HOMO (spin up / spin down)	-9.03 / -14.98	eV
spin multiplicity	3
charge	+1
⟨S²⟩	2.008
F_max	0.166	Eh/bohr

Geometry (Å):
C -1.375838 -0.437714 1.284940
C -1.397864 -0.354005 -0.199167
C 2.543226 -0.058500 -0.470847
N -1.367545 0.733623 -0.867090
F 1.689217 -0.288810 -1.514999
F 2.098164 -0.814519 0.551105
Br 2.158627 1.806048 0.041600
H -0.317381 -0.435379 1.423312
H -1.829252 0.411792 1.706479
H -1.303702 -1.372488 -0.662520
H -1.997313 -1.238086 1.714339
H -1.237813 1.613323 -0.252335
H -1.278330 0.812627 -1.890151
H 3.615803 -0.377918 -0.864669

Forces on atoms 1 to 2 (eV/Å):
-1.0 0.1 -1.5
-0.9 -8.1 2.4

Please write out number 6 again, unchanged.
Computed, not measured: a 2-piece molecular cluster, C3H7BrF2N overall in a non-equilibrium geometry, with ωB97M-V/def2-TZVPD.

Properties
E	-2946.4884	Ha
HOMO (spin up / spin down)	-9.03 / -14.98	eV
spin multiplicity	3
charge	+1
⟨S²⟩	2.008
F_max	0.166	Eh/bohr

Geometry (Å):
C -1.375838 -0.437714 1.284940
C -1.397864 -0.354005 -0.199167
C 2.543226 -0.058500 -0.470847
N -1.367545 0.733623 -0.867090
F 1.689217 -0.288810 -1.514999
F 2.098164 -0.814519 0.551105
Br 2.158627 1.806048 0.041600
H -0.317381 -0.435379 1.423312
H -1.829252 0.411792 1.706479
H -1.303702 -1.372488 -0.662520
H -1.997313 -1.238086 1.714339
H -1.237813 1.613323 -0.252335
H -1.278330 0.812627 -1.890151
H 3.615803 -0.377918 -0.864669

Forces on atoms 1 to 2 (eV/Å):
-1.0 0.1 -1.5
-0.9 -8.1 2.4

Q: F_max of number 4 (C3H7Br3N2O4)?
A: 0.009 Eh/bohr